1 | # C7H9NO

The molecule C7H9NO (ωB97M-V with the def2-TZVPD basis set, OMol25).

For the HOMO energy, the calculation gives -8.514 eV.

Last column: natural (NBO) charge in e.
Atoms and positions in Å:
C  2.355  -1.081  -0.013  -0.66
C  0.887  -0.516  -0.280  0.08
C  -0.260  -1.287  -0.361  -0.27
C  -1.584  -0.665  -0.104  0.50
C  -2.032  0.716  0.044  -0.50
C  -0.761  1.411  -0.423  -0.06
C  0.559  0.686  0.105  -0.15
H  2.580  -0.622  1.039  0.23
H  2.902  -0.842  -0.930  0.24
H  2.581  -2.275  0.126  0.23
H  -0.432  -2.390  -0.208  0.25
H  -3.097  0.975  -0.500  0.26
H  -2.168  1.075  1.051  0.25
H  -0.553  1.215  -1.513  0.18
H  0.621  2.438  0.919  0.33
H  0.411  0.664  1.188  0.16
N  0.456  2.013  -0.187  -0.53
O  -2.465  -1.514  0.045  -0.54

***

2 | # C7H9NO

The molecule C7H9NO (ωB97M-V with the def2-TZVPD basis set, OMol25).

For the HOMO energy, the calculation gives -9.291 eV.

Last column: natural (NBO) charge in e.
Atoms and positions in Å:
C  -1.896  0.093  -1.912  -0.25
C  0.413  -0.193  -1.559  -0.10
C  0.615  -0.055  -0.128  0.16
C  -0.179  -0.746  0.810  -0.26
C  0.063  -0.560  2.154  -0.16
C  1.044  0.243  2.575  -0.21
C  1.803  0.858  1.532  0.08
H  -2.953  -0.407  -2.176  0.19
H  -1.650  1.001  -2.712  0.16
H  -2.090  0.491  -1.020  0.16
H  1.149  -1.001  -2.128  0.22
H  0.538  0.719  -2.066  0.20
H  -0.889  -1.200  0.211  0.24
H  -0.566  -0.941  2.905  0.21
H  1.238  0.474  3.389  0.17
H  2.603  1.368  1.794  0.17
N  1.601  0.726  0.277  -0.43
O  -0.844  -0.870  -1.945  -0.54

***

Which structure is the most stable? The one labeled 2.

***

1 | # C5H8BrN

The molecule C5H8BrN (ωB97M-V with the def2-TZVPD basis set, OMol25).

For the HOMO energy, the calculation gives -9.530 eV.

Last column: natural (NBO) charge in e.
Atoms and positions in Å:
C  0.038  1.800  -0.442  -0.41
C  -0.817  -1.145  -0.645  0.09
C  0.283  0.694  0.369  0.03
C  1.536  0.097  0.791  -0.67
C  -1.065  -0.267  0.470  -0.30
N  -0.285  -2.262  -0.569  -0.61
Br  -2.802  0.740  0.478  0.00
H  -0.969  2.182  -0.854  0.22
H  0.810  2.545  -0.632  0.20
H  -1.066  -0.711  -1.574  0.16
H  2.099  0.778  1.331  0.23
H  1.303  -0.728  1.354  0.23
H  2.202  -0.228  -0.056  0.23
H  -1.104  -0.838  1.485  0.25
H  -0.162  -2.658  -1.507  0.34

***

2 | # C5H8BrN

The molecule C5H8BrN (ωB97M-V with the def2-TZVPD basis set, OMol25).

For the HOMO energy (alpha / beta), the calculation gives -9.097 / -7.447 eV.

Last column: natural (NBO) charge in e.
Atoms and positions in Å:
C  -0.462  1.050  1.175  0.14
C  0.386  1.993  1.139  -0.53
C  -1.130  -0.143  0.756  -0.52
C  -0.232  -1.243  0.132  -0.38
C  0.231  -0.949  -1.319  -0.31
N  1.592  -0.545  -1.345  -0.40
Br  1.934  1.188  -1.624  0.27
H  0.469  2.813  1.834  0.22
H  1.150  2.045  0.316  0.19
H  -1.583  -0.610  1.639  0.24
H  -1.940  0.118  0.066  0.23
H  0.659  -1.377  0.746  0.23
H  -0.798  -2.178  0.150  0.21
H  0.196  -1.906  -1.860  0.22
H  -0.472  -0.257  -1.805  0.19

***

3 | # C5H8BrN

The molecule C5H8BrN (ωB97M-V with the def2-TZVPD basis set, OMol25).

For the HOMO energy (alpha / beta), the calculation gives -8.164 / -7.666 eV.

Last column: natural (NBO) charge in e.
Atoms and positions in Å:
C  0.008  1.287  0.224  -0.20
C  -1.307  1.318  0.076  -0.09
C  -0.176  -1.268  0.656  -0.14
C  0.736  -0.113  0.440  -0.34
C  1.612  -0.398  -0.787  -0.58
N  -2.021  0.229  0.483  -0.49
Br  -3.494  -0.237  -0.551  0.16
H  0.617  2.106  -0.033  0.21
H  -1.855  2.149  -0.106  0.21
H  -0.493  -1.803  -0.232  0.20
H  -0.144  -1.668  1.756  0.22
H  1.356  -0.038  1.355  0.22
H  0.841  -0.760  -1.524  0.20
H  2.268  -1.235  -0.600  0.21
H  2.051  0.430  -1.158  0.21

***

Which structure is the most stable? The one labeled 1.

***

1 | # C6H3NO

The molecule C6H3NO (ωB97M-V with the def2-TZVPD basis set, OMol25).

For the HOMO energy, the calculation gives -10.315 eV.

Last column: natural (NBO) charge in e.
Atoms and positions in Å:
C  -1.841  -0.272  0.054  0.34
C  -0.672  -1.089  -0.040  -0.21
C  0.591  -0.468  -0.001  -0.12
C  0.722  0.976  -0.162  -0.06
C  0.889  2.175  0.008  -0.12
C  1.845  -1.170  0.048  0.24
H  -1.673  0.829  0.373  0.14
H  -0.798  -2.252  -0.226  0.26
H  0.997  3.225  0.008  0.25
N  2.981  -1.342  -0.013  -0.22
O  -3.040  -0.611  -0.049  -0.49

***

2 | # C6H3NO

The molecule C6H3NO (ωB97M-V with the def2-TZVPD basis set, OMol25).

For the HOMO energy, the calculation gives -9.277 eV.

Last column: natural (NBO) charge in e.
Atoms and positions in Å:
C  1.582  0.372  -0.086  0.39
C  0.894  -0.936  0.201  -0.23
C  -0.416  -1.200  -0.222  -0.22
C  -1.420  -0.281  -0.281  -0.11
C  -2.309  0.590  0.119  -0.12
C  0.815  1.508  -0.199  0.19
H  1.594  -1.729  0.625  0.25
H  -0.515  -2.362  -0.623  0.25
H  -3.059  1.339  0.592  0.28
N  0.074  2.423  -0.084  -0.21
O  2.762  0.275  -0.043  -0.46

***

Which structure is the most stable? The one labeled 1.

***

1 | # C17H29N5O7

The molecule C17H29N5O7 (ωB97M-V with the def2-TZVPD basis set, OMol25).

For the HOMO energy, the calculation gives -8.827 eV.

Last column: natural (NBO) charge in e.
Atoms and positions in Å:
C  0.222  4.414  1.695  -0.25
O  1.357  3.635  1.389  -0.54
C  1.228  2.982  0.151  -0.08
C  2.411  2.075  -0.050  -0.09
O  2.464  1.161  1.040  -0.56
C  3.272  0.021  0.798  -0.17
C  2.794  -0.803  -0.394  0.66
O  3.567  -1.317  -1.180  -0.63
N  1.446  -0.927  -0.455  -0.63
C  0.747  -1.638  -1.497  -0.27
C  0.094  -0.721  -2.542  0.26
O  1.034  0.113  -3.188  -0.54
C  2.025  -0.548  -3.962  -0.27
C  -0.784  -1.571  -3.494  -0.45
C  -2.244  -1.317  -3.059  -0.23
N  -2.136  -0.570  -1.808  -0.44
C  -2.727  -1.019  -0.662  0.70
O  -3.586  -1.882  -0.669  -0.62
C  -2.271  -0.353  0.624  -0.50
C  -3.071  -0.788  1.838  -0.41
C  -2.442  -0.279  3.130  -0.21
N  -1.081  -0.774  3.291  -0.42
C  0.100  -0.177  2.943  0.61
O  0.107  1.092  2.539  -0.70
N  1.106  -0.981  3.058  -0.39
N  0.588  -2.206  3.503  -0.37
C  -0.682  -2.037  3.620  0.60
O  -1.596  -2.933  4.015  -0.66
C  -0.922  0.218  -1.885  -0.23
H  0.399  4.883  2.659  0.20
H  0.060  5.192  0.940  0.17
H  -0.676  3.789  1.758  0.17
H  0.299  2.395  0.135  0.16
H  1.182  3.702  -0.678  0.18
H  2.290  1.551  -1.004  0.20
H  3.340  2.655  -0.077  0.19
H  4.306  0.310  0.599  0.20
H  3.219  -0.588  1.699  0.25
H  0.931  -0.523  0.311  0.41
H  1.459  -2.306  -1.981  0.24
H  -0.032  -2.264  -1.053  0.21
H  2.562  0.233  -4.497  0.20
H  2.729  -1.098  -3.336  0.21
H  1.574  -1.224  -4.695  0.16
H  -0.621  -1.263  -4.525  0.23
H  -0.531  -2.630  -3.419  0.22
H  -2.767  -0.705  -3.797  0.20
H  -2.823  -2.220  -2.888  0.24
H  -1.221  -0.623  0.775  0.21
H  -2.290  0.735  0.513  0.22
H  -4.097  -0.423  1.770  0.22
H  -3.132  -1.877  1.865  0.23
H  -2.387  0.809  3.151  0.22
H  -3.020  -0.608  3.993  0.23
H  1.020  1.316  2.250  0.54
H  -1.122  -3.752  4.210  0.51
H  -0.602  0.590  -0.918  0.21
H  -1.066  1.075  -2.549  0.21

***

2 | # C17H29N5O7

The molecule C17H29N5O7 (ωB97M-V with the def2-TZVPD basis set, OMol25).

For the HOMO energy, the calculation gives -9.087 eV.

Last column: natural (NBO) charge in e.
Atoms and positions in Å:
C  0.853  -4.636  -0.590  -0.25
O  -0.187  -3.954  -1.253  -0.54
C  0.174  -2.635  -1.577  -0.07
C  -1.018  -1.905  -2.134  -0.10
O  -2.050  -1.871  -1.147  -0.56
C  -3.153  -1.040  -1.505  -0.15
C  -2.681  0.346  -1.956  0.65
O  -2.816  0.749  -3.099  -0.63
N  -2.072  1.006  -0.955  -0.65
C  -1.323  2.225  -1.097  -0.27
C  0.168  2.017  -1.433  0.27
O  0.369  1.568  -2.759  -0.55
C  -0.115  2.416  -3.790  -0.26
C  0.938  3.294  -1.059  -0.44
C  1.177  3.138  0.441  -0.22
N  1.334  1.689  0.600  -0.42
C  1.841  1.172  1.726  0.71
O  2.082  1.892  2.701  -0.70
C  2.209  -0.307  1.736  -0.50
C  2.198  -0.903  3.143  -0.42
C  0.835  -1.477  3.543  -0.21
N  -0.273  -0.669  3.063  -0.42
C  -1.094  -0.946  2.017  0.64
O  -1.030  -2.119  1.398  -0.69
N  -1.865  0.062  1.743  -0.43
N  -1.535  1.088  2.630  -0.32
C  -0.598  0.631  3.393  0.60
O  0.019  1.261  4.397  -0.69
C  0.840  0.952  -0.557  -0.24
H  0.498  -5.641  -0.372  0.20
H  1.751  -4.700  -1.215  0.16
H  1.112  -4.135  0.350  0.16
H  0.547  -2.118  -0.682  0.16
H  0.976  -2.618  -2.329  0.18
H  -0.711  -0.894  -2.420  0.20
H  -1.396  -2.416  -3.025  0.19
H  -3.711  -1.491  -2.329  0.20
H  -3.785  -0.969  -0.621  0.21
H  -2.124  0.606  -0.015  0.44
H  -1.774  2.851  -1.867  0.23
H  -1.397  2.763  -0.151  0.22
H  0.336  2.059  -4.713  0.20
H  -1.200  2.352  -3.882  0.21
H  0.193  3.454  -3.631  0.16
H  1.886  3.301  -1.601  0.22
H  0.395  4.209  -1.293  0.22
H  2.071  3.648  0.796  0.23
H  0.336  3.493  1.040  0.21
H  1.576  -0.879  1.056  0.22
H  3.221  -0.349  1.324  0.25
H  2.931  -1.707  3.214  0.22
H  2.505  -0.129  3.845  0.24
H  0.691  -2.465  3.107  0.23
H  0.759  -1.570  4.626  0.22
H  -1.520  -2.071  0.540  0.53
H  0.819  1.694  4.027  0.53
H  0.138  0.172  -0.264  0.22
H  1.652  0.505  -1.136  0.21

***

Which structure is the most stable? The one labeled 2.

***

1 | # C4H11IN3

The ion C4H11IN3 with charge +1 (ωB97M-V with the def2-TZVPD basis set, OMol25).

The charge is +1. For the HOMO energy (alpha / beta), the calculation gives -10.783 / -10.783 eV.

Last column: natural (NBO) charge in e.
Atoms and positions in Å:
C  -0.987  0.203  1.282  -0.62
C  -0.021  1.122  0.529  -0.38
C  -1.904  -0.788  0.665  0.24
C  1.923  0.851  -1.025  -0.45
N  -0.211  -1.903  -0.510  -0.59
N  -1.511  -1.392  -0.437  -0.36
N  1.415  0.705  0.360  -0.53
I  -4.001  -0.313  0.437  0.25
H  -0.601  -0.245  2.164  0.25
H  -1.720  1.001  1.694  0.30
H  -0.450  1.529  -0.311  0.18
H  1.150  0.451  -1.657  0.20
H  2.016  1.959  -1.248  0.24
H  2.889  0.459  -1.342  0.25
H  0.397  -1.497  0.198  0.35
H  0.214  -1.589  -1.370  0.37
H  -2.279  -1.874  -0.955  0.44
H  2.087  1.523  0.755  0.44
H  1.594  -0.201  0.769  0.41

***

2 | # C4H11IN3

The ion C4H11IN3 with charge +1 (ωB97M-V with the def2-TZVPD basis set, OMol25).

The charge is +1. For the HOMO energy, the calculation gives -13.133 eV.

Last column: natural (NBO) charge in e.
Atoms and positions in Å:
C  -1.706  -0.408  0.066  -0.08
C  -0.611  1.665  -0.311  -0.07
C  0.631  -0.480  0.280  0.38
C  1.831  -1.252  -0.219  -0.69
N  -1.624  0.982  0.447  -0.62
N  -0.541  -1.130  0.578  -0.68
N  0.466  0.617  -0.684  -0.59
I  1.619  0.753  2.084  -0.08
H  -2.722  -0.677  0.332  0.26
H  -1.588  -0.559  -1.069  0.17
H  -1.222  1.991  -1.122  0.24
H  -0.217  2.386  0.372  0.26
H  2.484  -0.677  -0.875  0.23
H  1.408  -1.919  -0.944  0.23
H  2.385  -1.815  0.524  0.28
H  -1.586  1.029  1.487  0.40
H  -0.619  -1.822  1.383  0.46
H  0.256  0.182  -1.545  0.43
H  1.355  1.133  -0.785  0.47

***

Which structure is the most stable? The one labeled 2.

***

1 | # C3H10NO2

The ion C3H10NO2 with charge +1 (ωB97M-V with the def2-TZVPD basis set, OMol25).

The charge is +1. For the HOMO energy, the calculation gives -14.709 eV.

Last column: natural (NBO) charge in e.
Atoms and positions in Å:
C  -0.579  -0.515  1.281  -0.09
O  -1.866  -1.161  1.270  -0.72
C  -0.281  0.286  -0.041  -0.09
C  1.222  0.887  -0.085  -0.08
O  1.313  1.381  -1.467  -0.75
N  -0.354  -0.695  -1.141  -0.72
H  0.249  -1.279  1.373  0.16
H  -0.354  0.041  2.162  0.21
H  -2.188  -1.214  2.238  0.51
H  -1.053  1.179  -0.287  0.26
H  1.391  1.527  0.756  0.23
H  1.833  -0.035  -0.096  0.18
H  1.696  2.321  -1.397  0.52
H  -1.258  -0.923  -1.671  0.47
H  0.122  -0.157  -1.895  0.47
H  0.106  -1.644  -1.000  0.45

***

2 | # C3H10NO2

A cluster of 2 separate species, C3H10NO2 in total (ωB97M-V with the def2-TZVPD basis set, OMol25).

The charge is +1. For the HOMO energy, the calculation gives -15.083 eV.

Last column: natural (NBO) charge in e.
Atoms and positions in Å:
O  2.360  0.934  -1.082  -0.48
C  2.036  1.234  0.026  0.43
C  0.581  1.080  0.480  -0.36
N  -0.143  0.357  -0.574  -0.71
H  2.719  1.734  0.727  0.17
H  0.507  0.636  1.494  0.26
H  0.154  2.141  0.582  0.27
H  -0.529  -0.552  -0.198  0.47
H  -0.894  0.855  -1.041  0.44
H  0.509  0.057  -1.302  0.46
C  -2.472  -1.260  0.900  -0.27
O  -1.491  -1.892  0.025  -0.75
H  -2.083  -1.062  1.883  0.18
H  -2.778  -0.343  0.428  0.18
H  -3.310  -1.970  0.965  0.22
H  -1.125  -2.658  0.499  0.50

***

Which structure is the most stable? The one labeled 2.

***

1 | # C3H10NO2

A cluster of 2 separate species, C3H10NO2 in total (ωB97M-V with the def2-TZVPD basis set, OMol25).

The charge is +1. For the HOMO energy, the calculation gives -14.671 eV.

Last column: natural (NBO) charge in e.
Atoms and positions in Å:
C  0.802  2.070  -0.406  -0.41
C  -0.789  -0.919  1.657  -0.28
C  0.410  -0.233  -1.349  0.57
N  1.132  0.620  -0.696  -0.51
O  0.942  -1.389  -1.631  -0.61
O  -1.134  -1.088  0.335  -0.74
H  0.548  2.445  0.584  0.25
H  1.602  2.567  -0.794  0.23
H  -0.229  2.328  -0.820  0.24
H  -0.838  0.143  2.077  0.17
H  0.283  -1.226  1.897  0.18
H  -1.283  -1.403  2.400  0.20
H  -0.654  0.113  -1.652  0.24
H  2.122  0.195  -0.548  0.45
H  -1.974  -1.509  0.399  0.50
H  0.289  -2.068  -1.814  0.54

***

2 | # C3H10NO2

A cluster of 2 separate species, C3H10NO2 in total (ωB97M-V with the def2-TZVPD basis set, OMol25).

The charge is +1. For the HOMO energy, the calculation gives -13.818 eV.

Last column: natural (NBO) charge in e.
Atoms and positions in Å:
C  2.081  0.403  0.268  -0.42
C  -2.177  -1.134  -0.646  -0.17
C  -1.232  -0.297  0.364  0.44
N  1.457  1.704  0.070  -0.69
O  -1.658  -2.362  -0.950  -0.67
O  -1.151  0.867  0.758  -0.58
H  3.151  0.559  0.438  0.24
H  1.577  -0.087  1.188  0.24
H  -2.389  -0.622  -1.636  0.22
H  -3.182  -1.047  -0.133  0.22
H  1.892  -0.166  -0.550  0.22
H  1.792  2.276  0.894  0.46
H  -0.695  -1.060  0.966  0.09
H  1.550  2.166  -0.862  0.45
H  -1.448  -2.849  -0.134  0.48
H  0.433  1.649  -0.033  0.47

***

Which structure is the most stable? The one labeled 1.

***

1 | # C7H7NOS

The molecule C7H7NOS (ωB97M-V with the def2-TZVPD basis set, OMol25).

For the HOMO energy (alpha / beta), the calculation gives -9.003 / -9.003 eV.

Last column: natural (NBO) charge in e.
Atoms and positions in Å:
C  -1.336  -1.744  -0.125  -0.24
C  -0.083  -1.129  0.164  -0.18
C  -2.255  -0.971  -0.898  0.01
C  -0.030  0.282  0.115  -0.04
C  -0.973  0.975  -0.647  0.02
C  1.159  0.940  0.723  -0.48
C  2.168  0.908  -0.368  -0.46
N  -1.997  0.367  -1.151  -0.41
O  3.405  -1.325  0.258  -0.92
S  3.246  -0.291  -0.770  1.15
H  -1.701  -2.822  -0.063  0.23
H  0.755  -1.665  0.645  0.24
H  -3.177  -1.298  -1.329  0.20
H  1.050  1.907  1.093  0.24
H  1.427  0.288  1.533  0.24
H  -1.081  2.071  -0.678  0.20
H  1.940  1.602  -1.104  0.22

***

2 | # C7H7NOS

The molecule C7H7NOS (ωB97M-V with the def2-TZVPD basis set, OMol25).

For the HOMO energy, the calculation gives -8.300 eV.

Last column: natural (NBO) charge in e.
Atoms and positions in Å:
C  2.265  1.063  -0.778  -0.26
C  2.261  -0.277  -1.209  -0.14
C  1.151  1.529  -0.127  -0.14
C  1.133  -1.046  -1.058  -0.30
C  -0.081  0.796  0.054  0.00
C  -0.109  -0.564  -0.514  0.44
C  -2.607  -0.977  1.528  -0.80
N  -1.102  1.408  0.612  -0.53
O  -1.168  -1.217  -0.637  -0.61
S  -2.431  0.858  1.218  0.68
H  3.025  1.687  -0.956  0.21
H  3.220  -0.501  -1.749  0.22
H  0.991  2.594  0.273  0.23
H  1.234  -2.086  -1.466  0.23
H  -2.062  -1.318  0.612  0.31
H  -2.019  -1.004  2.505  0.23
H  -3.701  -0.944  1.692  0.23

***

Which structure is the most stable? The one labeled 1.